Molecular formula: C25H30N4O6S
Method: DFT, ωB97M-V with the def2-TZVPD basis set

Properties
energy relative to the best compared isomer or geometry (same formula, charge and spin)	0.2	kcal per mole
SMILES	COc1cc(NC(=O)CCCNC(=O)Cn2cnc3sc4c(c3c2=O)CCCC4)cc(OC)c1OC
Kohn-Sham gap	8.152	eV

Last column: natural (NBO) charge in e.
Geometry (Å):
C1 -5.709149 -0.680317 -1.378399  -0.25
O1 -5.148061 0.579535 -1.103725  -0.48
C2 -4.077682 0.636361 -0.262575  0.27
C3 -3.457504 -0.475036 0.284973  -0.38
C4 -2.330773 -0.309194 1.080416  0.23
N1 -1.710999 -1.457111 1.606349  -0.63
C5 -0.375999 -1.649899 1.759628  0.69
O2 0.472653 -0.844362 1.429407  -0.64
C6 -0.032960 -2.961377 2.455427  -0.49
C7 0.872044 -3.862720 1.614075  -0.40
C8 0.177903 -4.389405 0.354918  -0.23
N2 0.153257 -3.395770 -0.689856  -0.62
C9 -0.948282 -2.788053 -1.132980  0.68
O3 -2.082931 -3.050459 -0.780149  -0.66
C10 -0.653094 -1.721079 -2.207435  -0.30
N3 0.058595 -0.567553 -1.686681  -0.41
C11 -0.603863 0.594213 -1.464359  0.32
N4 -0.074183 1.687442 -1.041642  -0.49
C12 1.243499 1.637141 -0.778270  0.06
S1 2.148003 2.978116 -0.176800  0.42
C13 3.605971 2.013978 -0.171520  -0.16
C14 3.402599 0.746580 -0.614389  -0.02
C15 2.042510 0.515533 -0.968130  -0.21
C16 1.439035 -0.682227 -1.466538  0.68
O4 2.019166 -1.732897 -1.721767  -0.68
C17 4.499324 -0.265802 -0.681551  -0.42
C18 5.863813 0.415353 -0.602665  -0.39
C19 5.889220 1.422171 0.545153  -0.39
C20 4.916347 2.569872 0.265983  -0.44
C21 -1.865600 0.956233 1.392091  -0.35
C22 -2.504093 2.082719 0.882149  0.27
O5 -2.135304 3.356095 1.202477  -0.50
C23 -0.964899 3.546729 1.959037  -0.25
C24 -3.597344 1.930100 0.016609  0.24
O6 -4.283762 2.953161 -0.577339  -0.51
C25 -3.562639 4.095786 -0.989292  -0.24
H1 -6.538159 -0.489072 -2.057999  0.20
H2 -6.089354 -1.157917 -0.469561  0.18
H3 -4.990960 -1.350873 -1.862294  0.18
H4 -3.794248 -1.473737 0.062870  0.24
H5 -2.301865 -2.276957 1.616424  0.41
H6 0.499896 -2.693694 3.371208  0.24
H7 -0.941920 -3.498108 2.730579  0.20
H8 1.189244 -4.710622 2.223565  0.21
H9 1.760324 -3.300656 1.318581  0.22
H10 -0.854650 -4.678482 0.567155  0.22
H11 0.718494 -5.264826 -0.019905  0.20
H12 1.052126 -3.054232 -1.034200  0.44
H13 -1.601997 -1.389601 -2.630959  0.23
H14 -0.034267 -2.179334 -2.986095  0.24
H15 -1.664517 0.599501 -1.671316  0.21
H16 4.376457 -0.961626 0.153885  0.22
H17 4.401626 -0.848672 -1.598693  0.24
H18 6.066649 0.936050 -1.540984  0.20
H19 6.641618 -0.336429 -0.460057  0.21
H20 5.598712 0.918868 1.469210  0.20
H21 6.895999 1.821337 0.678239  0.21
H22 5.318466 3.214501 -0.523072  0.21
H23 4.785589 3.190057 1.155418  0.22
H24 -1.003926 1.050005 2.028437  0.24
H25 -0.824872 4.625520 2.011688  0.20
H26 -0.097728 3.092931 1.473660  0.19
H27 -1.071308 3.146387 2.972625  0.17
H28 -3.406706 4.792335 -0.162385  0.19
H29 -4.180145 4.568810 -1.753515  0.18
H30 -2.593377 3.824660 -1.415153  0.18

Atomic forces in eV per Å
C -0.074 -0.228 -0.050
O 0.271 0.298 0.215
C 0.007 0.292 0.021
C -0.022 -0.108 -0.080
C -0.131 0.473 -0.106
N -0.412 -0.096 0.136
C -0.054 -0.376 0.322
O 0.218 0.159 0.024
C 0.284 0.013 -0.233
C -0.251 -0.002 -0.064
C 0.052 -0.173 0.185
N 0.414 -0.183 0.134
C 0.233 0.211 -0.557
O -0.502 -0.124 0.040
C -0.231 -0.413 -0.102
N 0.403 0.052 0.059
C -0.175 0.389 0.059
N -0.380 0.435 -0.042
C 0.554 -0.591 -0.174
S 0.178 -0.374 -0.123
C -0.374 -0.042 -0.138
C 0.137 0.191 0.124
C -0.466 0.556 0.095
C -0.059 0.359 0.002
O 0.239 -0.228 -0.118
C 0.207 -0.020 -0.147
C -0.080 -0.111 0.250
C 0.072 0.137 -0.208
C 0.164 0.038 0.103
C -0.002 -0.015 0.139
C -0.264 -0.094 -0.041
O -0.402 -0.266 -0.273
C 0.218 0.016 0.137
C -0.059 0.099 -0.220
O -0.012 -0.358 0.429
C 0.082 0.412 -0.159
H 0.043 -0.059 0.047
H 0.028 0.007 -0.027
H -0.013 0.019 0.034
H -0.038 -0.079 -0.103
H 0.225 0.053 0.085
H -0.120 0.048 0.010
H 0.001 -0.016 0.065
H 0.050 0.020 0.005
H 0.081 -0.042 0.060
H 0.113 -0.069 -0.030
H -0.125 0.021 0.056
H -0.247 0.045 -0.052
H 0.112 -0.056 0.095
H -0.124 0.124 0.057
H -0.151 -0.183 -0.039
H 0.025 -0.099 -0.045
H 0.016 -0.036 0.094
H 0.053 0.001 -0.068
H 0.031 0.016 -0.067
H 0.023 -0.013 0.083
H -0.007 -0.005 0.075
H 0.038 0.037 0.061
H 0.051 0.035 -0.007
H 0.104 0.061 0.032
H 0.031 -0.064 0.035
H -0.045 -0.012 0.064
H 0.011 0.004 -0.042
H -0.008 -0.066 -0.139
H 0.068 -0.014 0.011
H -0.009 -0.006 0.010